83
Properties=species:S:1:pos:R:3 method="wB97M-V/def2-TZVPD" fmax_ev_per_a=0.234 e_tot_ha=-7866.5535 s2=0.76 multiplicity=2 gap_ev="6.36 / 6.08"
Ru 0.2478 -0.5986 0.3316
C -2.7967 -12.3845 -5.8191
O -3.6443 -11.2522 -5.7308
C -3.1799 -10.1686 -5.0642
C -4.0430 -9.0748 -5.0055
C -3.6576 -7.9270 -4.3477
C -2.4068 -7.8364 -3.7339
C -1.5559 -8.9325 -3.7989
C -1.9300 -10.0938 -4.4566
C -1.9630 -6.6329 -3.0270
N -0.8117 -6.5005 -2.4115
C -0.8188 -5.2290 -1.9006
C -1.9927 -4.5818 -2.2083
N -2.7185 -5.4929 -2.9350
C -2.2912 -3.2451 -1.8006
C -3.4772 -2.5379 -2.0446
C -3.6121 -1.2673 -1.5458
C -2.5560 -0.6856 -0.8379
N -1.4197 -1.3249 -0.6365
C -1.2872 -2.5965 -1.0742
C -0.0535 -3.2634 -0.7331
N 0.8327 -2.5540 0.0031
C 1.9772 -3.1117 0.3511
C 2.3016 -4.4231 -0.0038
C 1.4129 -5.1623 -0.7452
C 0.1992 -4.5791 -1.1278
H -3.3476 -13.1281 -6.3870
H -2.5648 -12.7835 -4.8288
H -1.8683 -12.1435 -6.3423
H -5.0104 -9.1509 -5.4828
H -4.3553 -7.0984 -4.3197
H -0.5865 -8.8653 -3.3244
H -1.2435 -10.9266 -4.4885
H -3.6280 -5.3537 -3.3358
H -4.2836 -2.9922 -2.6072
H -4.5187 -0.6991 -1.6977
H -2.6212 0.3124 -0.4355
H 2.6545 -2.4952 0.9263
H 3.2514 -4.8334 0.3077
H 1.6275 -6.1794 -1.0446
C -1.9565 0.5404 -4.1255
C -1.9185 1.7409 -3.2249
C -2.4467 2.9775 -3.6747
C -2.4555 4.0469 -2.8364
C -1.9316 3.9192 -1.5274
C -1.9108 4.9624 -0.5731
Br -2.6114 6.6764 -0.9999
C -1.3932 4.7589 0.6716
C -0.8667 3.5091 1.0161
Br -0.1087 3.2765 2.7336
C -0.8427 2.4260 0.1433
O -0.2982 1.3154 0.5005
C -1.4052 2.6550 -1.1711
N -1.4129 1.5989 -2.0270
H -1.3951 0.7236 -5.0433
H -2.9863 0.3102 -4.4123
H -1.5195 -0.3176 -3.6210
H -2.8433 3.0549 -4.6793
H -2.8589 4.9989 -3.1534
H -1.3790 5.5590 1.3982
C 2.8626 1.5077 -0.1822
C 2.9007 0.7923 1.1320
C 4.0449 0.9937 1.9505
C 4.1468 0.3887 3.1578
C 3.0706 -0.3983 3.6307
C 3.0833 -0.9971 4.9091
C 1.9929 -1.6972 5.3424
C 0.8555 -1.8082 4.5270
C 0.8101 -1.2422 3.2724
S -0.6387 -1.3331 2.2952
C 1.9505 -0.5440 2.7900
N 1.9186 -0.0022 1.5160
H 3.4243 2.4369 -0.0903
H 1.8449 1.7220 -0.4861
H 3.3130 0.8998 -0.9671
H 4.8311 1.6338 1.5750
H 5.0259 0.5162 3.7783
H 3.9612 -0.8811 5.5321
H 1.9925 -2.1582 6.3215
H -0.0175 -2.3364 4.8890
O 1.5323 -0.7747 -3.4544
N 0.8369 -0.8982 -2.4821
O 1.3301 -0.3304 -1.4152


99
Properties=species:S:1:pos:R:3 method="wB97M-V/def2-TZVPD" fmax_ev_per_a=0.789 e_tot_ha=-4337.9106 gap_ev=7.63
O 5.4652 0.2450 1.6248
C 5.4381 0.5418 0.4732
C 5.0903 -0.2459 -0.7615
C 4.2151 0.7867 -1.5186
P 2.4843 0.6455 -0.9279
S 1.0944 1.7361 -1.7158
C 4.8950 2.1081 -1.1081
F 3.9679 3.0508 -0.7142
O 5.7015 1.8193 0.0213
H 4.6473 -1.2263 -0.5823
H 6.0253 -0.3857 -1.3136
H 4.2279 0.5833 -2.5904
H 2.6361 0.7594 0.4595
H 2.3107 -0.7317 -1.1160
H 5.5267 2.5677 -1.8762
O 2.6492 -0.6195 6.9955
C 2.8536 -1.3921 6.0756
C 2.2586 -2.7055 5.9609
C 2.5702 -3.4634 4.8996
O 2.0860 -4.6768 4.6835
C 3.5246 -2.9931 3.8236
O 3.7344 -3.7697 2.9065
C 4.1137 -1.6780 3.9336
C 3.7974 -0.9158 4.9917
O 4.2678 0.3029 5.1966
H 1.5757 -3.0301 6.7335
H 2.4907 -4.9817 3.8471
H 4.7847 -1.3508 3.1521
H 3.8720 0.6075 6.0375
O -4.0472 -1.0692 9.6434
C -3.1145 -1.7760 9.3100
C -2.2383 -2.4742 10.2250
C -1.2386 -3.2145 9.7250
O -0.3778 -3.8930 10.4653
C -0.9948 -3.3434 8.2375
O -0.0464 -4.0324 7.9002
C -1.8763 -2.6592 7.3214
C -2.8776 -1.9189 7.8208
O -3.7435 -1.2495 7.0808
H -2.4181 -2.3741 11.2857
H 0.2376 -4.3270 9.8415
H -1.6990 -2.7650 6.2605
H -4.3474 -0.8011 7.7068
O -0.6573 -1.1530 -3.0082
C -1.5091 -0.9624 -3.8544
C -1.6550 -1.7679 -5.0516
C -2.6273 -1.4773 -5.9276
O -2.8447 -2.1519 -7.0447
C -3.5833 -0.3262 -5.7103
O -4.4184 -0.1392 -6.5757
C -3.4492 0.4681 -4.5088
C -2.4751 0.1797 -3.6324
O -2.2911 0.8663 -2.5130
H -0.9659 -2.5876 -5.1976
H -3.6308 -1.7477 -7.4671
H -4.1472 1.2796 -4.3549
H -1.5186 0.4887 -2.0472
O -3.5123 4.0399 0.7254
C -4.3536 4.1877 -0.1410
C -4.4796 3.3635 -1.3240
C -5.4507 3.6423 -2.2032
O -5.6486 2.9466 -3.3153
C -6.4202 4.7848 -2.0142
O -7.2522 4.9449 -2.8885
C -6.3030 5.6023 -0.8255
C -5.3337 5.3250 0.0587
O -5.1336 6.0039 1.1767
H -3.7885 2.5440 -1.4668
H -6.4083 3.3581 -3.7727
H -7.0040 6.4134 -0.6897
H -4.3630 5.5858 1.6113
O -5.1992 -8.3968 -9.4548
C -5.3263 -7.2195 -9.1736
C -6.3118 -6.3341 -9.7551
C -6.3393 -5.0518 -9.3647
O -7.1941 -4.1542 -9.8265
C -5.3735 -4.4994 -8.3395
O -5.4850 -3.3160 -8.0716
C -4.3962 -5.3845 -7.7483
C -4.3704 -6.6677 -8.1370
O -3.5220 -7.5673 -7.6684
H -6.9959 -6.7374 -10.4879
H -6.9812 -3.3143 -9.3724
H -3.7136 -4.9774 -7.0157
H -3.7302 -8.4036 -8.1316
O 8.2273 6.2722 4.2615
C 7.9866 6.1541 3.0743
C 8.5051 7.0237 2.0391
C 8.1575 6.7921 0.7655
O 8.5715 7.5184 -0.2610
C 7.2399 5.6548 0.3730
O 6.9922 5.5429 -0.8161
C 6.7292 4.7823 1.4031
C 7.0797 5.0084 2.6780
O 6.6765 4.2729 3.6994
H 9.1586 7.8340 2.3292
H 8.1556 7.1255 -1.0543
H 6.0816 3.9707 1.1053
H 7.0792 4.6698 4.4972


78
Properties=species:S:1:pos:R:3 method="wB97M-V/def2-TZVPD" fmax_ev_per_a=0.796 e_tot_ha=-3349.6988 s2=3.90 multiplicity=4 gap_ev="5.87 / 6.32" charge=+1
Mn -0.4835 -0.3078 -0.1010
O -1.3554 0.2025 -1.6304
C -1.6353 -0.4578 -2.7318
C -2.1987 0.2364 -3.8115
C -2.5004 -0.4299 -4.9773
C -2.2636 -1.8042 -5.1178
C -1.7179 -2.4972 -4.0696
C -1.3889 -1.8429 -2.8649
C -0.8271 -2.6044 -1.8038
N -0.4322 -2.1329 -0.6633
N 0.0609 -3.0223 0.2730
C 0.4823 -2.3567 1.3005
O 0.3670 -1.0491 1.3606
C 1.1608 -3.0317 2.4182
C 1.5359 -2.2967 3.5393
C 2.1892 -2.9243 4.5876
C 2.4684 -4.2819 4.5186
C 2.0924 -5.0166 3.4010
C 1.4388 -4.3961 2.3510
H -2.3881 1.2953 -3.6981
H -2.9340 0.1213 -5.8020
H -2.5124 -2.3082 -6.0404
H -1.5309 -3.5609 -4.1521
H -0.6963 -3.6756 -1.9311
H 1.3089 -1.2400 3.5810
H 2.4788 -2.3554 5.4609
H 2.9785 -4.7707 5.3380
H 2.3085 -6.0753 3.3505
H 1.1376 -4.9578 1.4776
N 2.8152 -1.2333 -0.5496
C 3.7286 -0.1666 -0.7789
C 5.0949 -0.3202 -0.5811
C 5.9580 0.7468 -0.7795
C 5.4700 1.9762 -1.1971
C 4.1073 2.1423 -1.3861
C 3.2283 1.0872 -1.1584
P 1.4297 1.2519 -1.3249
C 0.9010 1.6555 0.3845
C -0.4462 1.9916 0.6246
C -0.8891 2.2370 1.9333
C -0.0110 2.1440 2.9871
C 1.3255 1.8037 2.7525
C 1.7758 1.5477 1.4769
C 1.1057 2.7972 -2.2093
C 1.1570 4.0461 -1.5908
C 0.9232 5.1947 -2.3298
C 0.6387 5.1038 -3.6864
C 0.5829 3.8641 -4.3063
C 0.8095 2.7117 -3.5684
H 2.4290 -1.5884 -1.4171
H 3.2579 -2.0023 -0.0621
H 5.4830 -1.2856 -0.2789
H 7.0196 0.6099 -0.6226
H 6.1451 2.8027 -1.3714
H 3.7235 3.1031 -1.7050
H -1.1182 2.1929 -0.2046
H -1.9255 2.4986 2.0977
H -0.3497 2.3395 3.9955
H 2.0161 1.7417 3.5838
H 2.8080 1.2698 1.3099
H 1.3812 4.1222 -0.5333
H 0.9651 6.1624 -1.8478
H 0.4571 6.0031 -4.2599
H 0.3585 3.7934 -5.3622
H 0.7546 1.7411 -4.0482
C -2.1460 -0.4677 0.7579
C -3.2145 -0.4796 1.3274
C -4.4760 -0.4968 1.9992
C -5.6143 0.0060 1.3643
C -6.8319 -0.0036 2.0219
C -6.9236 -0.5144 3.3100
C -5.7952 -1.0178 3.9438
C -4.5726 -1.0097 3.2951
H -5.5328 0.3959 0.3584
H -7.7126 0.3854 1.5287
H -7.8774 -0.5215 3.8205
H -5.8695 -1.4188 4.9456
H -3.6877 -1.4019 3.7784


78
Properties=species:S:1:pos:R:3 method="wB97M-V/def2-TZVPD" fmax_ev_per_a=0.972 e_tot_ha=-2666.2533 gap_ev=7.78 charge=+1
W 0.2139 -0.6280 0.6695
O -1.6379 -0.4175 0.6024
C -2.6633 0.5656 0.4270
C -2.0493 1.5369 -0.5838
C -0.8770 2.3054 -0.0285
C -0.9697 3.6849 0.0345
C 0.1158 4.4287 0.4532
C 1.2911 3.7638 0.7379
C 1.3413 2.3805 0.6649
C 2.6752 1.7157 0.9027
C 2.9822 0.5537 -0.0574
O 2.0140 -0.4305 0.3098
C 2.7706 0.9004 -1.5245
C 2.3730 -0.0896 -2.4184
C 2.1839 0.2085 -3.7601
C 2.3988 1.4974 -4.2272
C 2.8101 2.4847 -3.3449
C 2.9951 2.1868 -2.0014
C 4.3625 -0.0113 0.2401
C 4.5365 -0.8188 1.3611
C 5.7939 -1.3041 1.6834
C 6.8894 -0.9819 0.8940
C 6.7197 -0.1759 -0.2206
C 5.4598 0.3061 -0.5501
N 0.2474 1.6502 0.3498
C -2.9485 1.2835 1.7404
C -3.8122 2.3777 1.7129
C -4.1067 3.0711 2.8736
C -3.5489 2.6739 4.0834
C -2.7079 1.5755 4.1187
C -2.4103 0.8789 2.9514
C -3.9005 -0.1593 -0.0828
C -4.6245 -0.9443 0.8113
C -5.7283 -1.6610 0.3828
C -6.1304 -1.5933 -0.9453
C -5.4189 -0.8108 -1.8391
C -4.3043 -0.0998 -1.4103
H -2.7889 2.2511 -0.9387
H -1.7193 0.9594 -1.4518
H -1.8971 4.1601 -0.2506
H 0.0575 5.5068 0.5210
H 2.1879 4.3041 1.0074
H 2.7259 1.3078 1.9163
H 3.4531 2.4748 0.8347
H 2.2260 -1.1043 -2.0696
H 1.8782 -0.5726 -4.4440
H 2.2538 1.7289 -5.2740
H 2.9896 3.4909 -3.7004
H 3.3243 2.9721 -1.3324
H 3.6846 -1.0759 1.9798
H 5.9192 -1.9355 2.5534
H 7.8708 -1.3614 1.1456
H 7.5680 0.0747 -0.8437
H 5.3393 0.9210 -1.4326
H -4.2802 2.6781 0.7818
H -4.7807 3.9170 2.8379
H -3.7809 3.2136 4.9918
H -2.2808 1.2466 5.0573
H -1.7615 0.0171 3.0015
H -4.3246 -0.9888 1.8512
H -6.2819 -2.2670 1.0879
H -6.9997 -2.1448 -1.2784
H -5.7278 -0.7486 -2.8742
H -3.7641 0.4998 -2.1313
S 0.6641 -1.2756 2.9181
C 0.5471 -2.8503 2.1906
N 0.1981 -2.7376 0.9223
C 0.0238 -3.9676 0.2977
C -0.3539 -4.1895 -1.0199
C -0.4782 -5.4976 -1.4469
C -0.2318 -6.5672 -0.5816
C 0.1428 -6.3526 0.7317
C 0.2661 -5.0378 1.1624
S 0.7053 -4.4574 2.7575
H -0.5496 -3.3554 -1.6810
H -0.7727 -5.6991 -2.4679
H -0.3377 -7.5808 -0.9431
H 0.3297 -7.1826 1.3995


89
Properties=species:S:1:pos:R:3 method="wB97M-V/def2-TZVPD" fmax_ev_per_a=2.959 e_tot_ha=-4547.7862 s2=0.84 multiplicity=2 gap_ev="6.25 / 2.80" charge=+1
Tc -0.1628 0.5167 -1.1039
C -1.0619 2.4931 2.7267
C -0.9192 2.2820 1.3506
N -0.3662 1.1798 0.8849
C 0.1179 0.2984 1.7953
C -0.0594 0.5198 3.1506
N -0.6900 1.5885 3.6106
C 0.8161 -0.8486 1.2339
C 1.7584 -1.6050 1.9030
C 2.4580 -2.5993 1.2198
C 2.1773 -2.7847 -0.1409
C 1.2412 -1.9895 -0.7630
N 0.5531 -1.0516 -0.0761
C 1.0066 -1.9319 -2.2088
C 1.4782 -2.8691 -3.1239
N 1.3485 -2.7161 -4.4296
C 0.7478 -1.6079 -4.8465
C 0.2592 -0.6646 -3.9613
N 0.3568 -0.8238 -2.6388
C 3.5008 -3.3927 1.8911
C 3.4262 -3.6572 3.2570
C 4.4236 -4.4195 3.8456
N 5.4466 -4.9172 3.1653
C 5.5297 -4.6630 1.8665
C 4.5900 -3.9034 1.1866
H -1.5312 3.3919 3.0997
H -1.2410 3.0239 0.6376
H 0.2875 -0.1982 3.8845
H 2.0093 -1.3647 2.9257
H 2.7169 -3.5264 -0.7103
H 1.9826 -3.7675 -2.7903
H 0.6618 -1.4659 -5.9155
H -0.2143 0.2367 -4.3185
H 2.6006 -3.2956 3.8546
H 4.4003 -4.6452 4.9049
H 6.3847 -5.0848 1.3518
H 4.7322 -3.6949 0.1347
Cl -1.9485 3.6010 -1.6619
C -0.2524 3.5719 -1.9918
C 0.4025 2.3342 -2.0292
C 1.7667 2.4099 -2.3869
Cl 2.7148 0.9748 -2.5973
C 2.4379 3.6100 -2.5974
Cl 4.1150 3.6275 -2.9627
C 1.7424 4.8134 -2.4989
Cl 2.5489 6.2970 -2.7415
C 0.3790 4.7909 -2.2107
Cl -0.4917 6.2626 -2.1083
N 4.4553 0.8870 0.6617
C 3.2828 1.5148 0.9375
O 2.2714 1.2907 0.2364
C 3.3070 2.3935 2.0863
C 2.3569 3.4117 2.1753
N 1.5519 4.2455 2.1967
C 4.2839 2.2344 3.0837
N 5.0645 2.0353 3.9132
H 5.2920 1.0863 1.1824
H 4.5280 0.3506 -0.1836
C -4.9052 2.3493 2.2505
C -4.2074 1.1406 1.6936
C -4.1959 -0.0606 2.3948
C -3.5013 -1.1677 1.9213
C -3.5565 -2.4708 2.6676
C -2.7816 -1.0475 0.7377
C -2.8127 0.1323 0.0031
C -3.5445 1.2153 0.4767
N -2.0900 0.2253 -1.2318
C -2.9237 -0.1295 -2.4258
C -4.4334 -0.0889 -2.1395
C -2.5994 -1.5850 -2.8390
C -2.6515 0.8517 -3.5738
H -4.7468 2.4143 3.3269
H -5.9813 2.2912 2.0792
H -4.5408 3.2637 1.7837
H -4.7368 -0.1353 3.3313
H -4.5427 -2.9210 2.5428
H -3.4002 -2.3158 3.7349
H -2.8128 -3.1786 2.3042
H -2.2018 -1.8866 0.3681
H -3.5908 2.1211 -0.1131
H -4.7293 -0.8615 -1.4310
H -4.9514 -0.2654 -3.0819
H -4.7578 0.8776 -1.7613
H -2.3991 -2.1950 -1.9571
H -1.7451 -1.6404 -3.5053
H -3.4575 -2.0181 -3.3503
H -3.2676 1.7412 -3.4579
H -2.8971 0.3840 -4.5271
H -1.6122 1.1748 -3.5785


Repeat the fifth record exactly.
89
Properties=species:S:1:pos:R:3 method="wB97M-V/def2-TZVPD" fmax_ev_per_a=2.959 e_tot_ha=-4547.7862 s2=0.84 multiplicity=2 gap_ev="6.25 / 2.80" charge=+1
Tc -0.1628 0.5167 -1.1039
C -1.0619 2.4931 2.7267
C -0.9192 2.2820 1.3506
N -0.3662 1.1798 0.8849
C 0.1179 0.2984 1.7953
C -0.0594 0.5198 3.1506
N -0.6900 1.5885 3.6106
C 0.8161 -0.8486 1.2339
C 1.7584 -1.6050 1.9030
C 2.4580 -2.5993 1.2198
C 2.1773 -2.7847 -0.1409
C 1.2412 -1.9895 -0.7630
N 0.5531 -1.0516 -0.0761
C 1.0066 -1.9319 -2.2088
C 1.4782 -2.8691 -3.1239
N 1.3485 -2.7161 -4.4296
C 0.7478 -1.6079 -4.8465
C 0.2592 -0.6646 -3.9613
N 0.3568 -0.8238 -2.6388
C 3.5008 -3.3927 1.8911
C 3.4262 -3.6572 3.2570
C 4.4236 -4.4195 3.8456
N 5.4466 -4.9172 3.1653
C 5.5297 -4.6630 1.8665
C 4.5900 -3.9034 1.1866
H -1.5312 3.3919 3.0997
H -1.2410 3.0239 0.6376
H 0.2875 -0.1982 3.8845
H 2.0093 -1.3647 2.9257
H 2.7169 -3.5264 -0.7103
H 1.9826 -3.7675 -2.7903
H 0.6618 -1.4659 -5.9155
H -0.2143 0.2367 -4.3185
H 2.6006 -3.2956 3.8546
H 4.4003 -4.6452 4.9049
H 6.3847 -5.0848 1.3518
H 4.7322 -3.6949 0.1347
Cl -1.9485 3.6010 -1.6619
C -0.2524 3.5719 -1.9918
C 0.4025 2.3342 -2.0292
C 1.7667 2.4099 -2.3869
Cl 2.7148 0.9748 -2.5973
C 2.4379 3.6100 -2.5974
Cl 4.1150 3.6275 -2.9627
C 1.7424 4.8134 -2.4989
Cl 2.5489 6.2970 -2.7415
C 0.3790 4.7909 -2.2107
Cl -0.4917 6.2626 -2.1083
N 4.4553 0.8870 0.6617
C 3.2828 1.5148 0.9375
O 2.2714 1.2907 0.2364
C 3.3070 2.3935 2.0863
C 2.3569 3.4117 2.1753
N 1.5519 4.2455 2.1967
C 4.2839 2.2344 3.0837
N 5.0645 2.0353 3.9132
H 5.2920 1.0863 1.1824
H 4.5280 0.3506 -0.1836
C -4.9052 2.3493 2.2505
C -4.2074 1.1406 1.6936
C -4.1959 -0.0606 2.3948
C -3.5013 -1.1677 1.9213
C -3.5565 -2.4708 2.6676
C -2.7816 -1.0475 0.7377
C -2.8127 0.1323 0.0031
C -3.5445 1.2153 0.4767
N -2.0900 0.2253 -1.2318
C -2.9237 -0.1295 -2.4258
C -4.4334 -0.0889 -2.1395
C -2.5994 -1.5850 -2.8390
C -2.6515 0.8517 -3.5738
H -4.7468 2.4143 3.3269
H -5.9813 2.2912 2.0792
H -4.5408 3.2637 1.7837
H -4.7368 -0.1353 3.3313
H -4.5427 -2.9210 2.5428
H -3.4002 -2.3158 3.7349
H -2.8128 -3.1786 2.3042
H -2.2018 -1.8866 0.3681
H -3.5908 2.1211 -0.1131
H -4.7293 -0.8615 -1.4310
H -4.9514 -0.2654 -3.0819
H -4.7578 0.8776 -1.7613
H -2.3991 -2.1950 -1.9571
H -1.7451 -1.6404 -3.5053
H -3.4575 -2.0181 -3.3503
H -3.2676 1.7412 -3.4579
H -2.8971 0.3840 -4.5271
H -1.6122 1.1748 -3.5785